Density functional theory data (the ωB97M-V functional and the def2-TZVPD basis) for an isolated ion of composition C4H8NO and charge +1 at a distorted geometry.

## Properties
- E (eV) = -7806.2479
- multiplicity = 1
- Kohn-Sham gap (eV) = 11.326
- charge = +1
- structure (SMILES) = CCC#[N+]CO
- highest occupied orbital energy (Ha) = -0.570
- relative energy (zero: lowest compared OMol25 entry of this formula, charge and spin) (eV) = 1.8549

Last columns: bonded neighbours and bond lengths (Å).
CARTESIAN COORDINATES (ANGSTROEM)
1 C -2.24 -0.05 0.82  C2 1.510, H7 1.108, H8 1.174, H9 1.088
2 C -1.64 0.32 -0.51  C1 1.510, C3 1.501, H10 1.098, H11 1.109
3 C -0.14 0.21 -0.54  C2 1.501, N4 1.188
4 N 1.01 -0.07 -0.57  C3 1.188, C5 1.368
5 C 2.37 -0.19 -0.50  N4 1.368, O6 1.373, H12 1.200, H13 1.050
6 O 2.58 -0.05 0.85  C5 1.373, H14 1.027
7 H -3.34 -0.13 0.89  C1 1.108
8 H -1.87 0.71 1.64  C1 1.174
9 H -2.00 -1.03 1.23  C1 1.088
10 H -1.95 -0.27 -1.39  C2 1.098
11 H -1.91 1.37 -0.77  C2 1.109
12 H 2.61 -1.24 -1.03  C5 1.200
13 H 2.90 0.52 -1.06  C5 1.050
14 H 3.61 -0.10 0.92  O6 1.027



Density functional theory data (the ωB97M-V functional and the def2-TZVPD basis) for an isolated ion of composition C4H8NO and charge +1 at a distorted geometry.

## Properties
- E (eV) = -7803.5059
- multiplicity = 1
- Kohn-Sham gap (eV) = 9.128
- charge = +1
- structure (SMILES) = CC(C)C=[N+]=O
- highest occupied orbital energy (Ha) = -0.608
- relative energy (zero: lowest compared OMol25 entry of this formula, charge and spin) (eV) = 4.5969

Last columns: bonded neighbours and bond lengths (Å).
CARTESIAN COORDINATES (ANGSTROEM)
1 C -0.86 1.06 -0.53  C2 1.516, H7 1.114, H8 1.024, H9 1.144
2 C -0.27 -0.20 0.08  C1 1.516, C3 1.492, C4 1.656, H10 1.077
3 C 0.06 -0.10 1.53  C2 1.492, H11 1.080, H12 1.111, H13 1.070
4 C 1.15 -0.34 -0.77  C2 1.656, N5 1.217, H14 1.060
5 N 0.97 -1.23 -1.58  C4 1.217, O6 1.142
6 O 0.37 -2.01 -2.15  N5 1.142
7 H -0.05 1.83 -0.57  C1 1.114
8 H -1.57 1.38 0.14  C1 1.024
9 H -1.29 0.86 -1.57  C1 1.144
10 H -0.87 -1.06 -0.15  C2 1.077
11 H -0.83 0.00 2.12  C3 1.080
12 H 0.59 -1.01 1.89  C3 1.111
13 H 0.55 0.71 2.02  C3 1.070
14 H 2.06 0.11 -0.47  C4 1.060